No. 1
This record from OMol25 describes a cluster of 3 separate species, C6H14N2O2 in total. The level of theory is ωB97M-V with the def2-TZVPD basis set.

Geometry (Å):
C 3.08568 -1.81845 -0.51592
C 3.86984 -0.57316 -0.21387
C 3.64559 1.82202 -0.07390
C -2.25465 -0.21006 1.75158
C -2.77520 -0.05808 0.23290
C -4.69550 0.14684 -1.14321
H 3.51988 -2.84145 -1.01669
H 2.18938 -1.48322 -1.00210
H 2.87452 -2.33673 0.52148
H 1.93821 0.68200 -0.41415
H 4.76803 1.54166 0.03838
H 3.67649 2.61921 -0.91417
H 3.42621 2.55258 0.63720
H -3.05652 -0.32097 2.57716
H -1.68350 0.81199 2.16892
H -0.97164 -0.92128 1.74672
H -4.75215 -0.59083 0.85178
H -3.92655 0.56772 -1.77634
H -5.31847 -0.65702 -1.53575
H -5.28909 1.15713 -1.11788
N 2.97826 0.53421 -0.18789
N -4.11444 -0.27774 0.04558
O 4.98410 -0.42338 0.11743
O -2.11845 0.07703 -0.77725

Its gap between HOMO and LUMO is 9.757 eV. As for the total energy: -13520.4626 eV. As for the net charge: 0. The value obtained for the HOMO energy is -9.31 eV. The LUMO energy comes out at 0.016 Eh.

No. 2
This record from OMol25 describes a structure of composition C44H42N3. The level of theory is ωB97M-V with the def2-TZVPD basis set.

Geometry (Å):
C -5.26375 -0.36021 -1.71235
C -3.73889 -0.43024 -1.69133
N -3.09463 0.94083 -1.67096
C -3.63392 1.69704 -0.47483
C -5.16067 1.79477 -0.50660
C -5.72395 1.10278 -1.75872
C -5.08922 1.75768 -2.99669
C -3.56823 1.67888 -2.92262
H -5.63968 -0.90587 -2.58511
H -5.66025 -0.86122 -0.82290
H -3.35953 -0.97708 -0.81861
H -3.38527 -0.93951 -2.59342
H -3.27763 1.17390 0.42170
H -3.17150 2.69309 -0.49356
H -5.56915 1.32150 0.39315
H -5.46477 2.84654 -0.48496
H -6.81540 1.17132 -1.79453
H -5.43799 1.25888 -3.90779
H -5.39901 2.80589 -3.06785
H -3.12020 2.68100 -2.89523
H -3.15592 1.14338 -3.78795
C -0.91719 4.20226 6.37646
C -1.14963 5.14034 5.36318
C -0.38605 5.10606 4.19805
C 0.61032 4.13354 4.04907
N 1.35836 4.10436 2.83025
C 2.65193 4.70130 2.84103
C 3.75418 3.96574 3.29308
C 4.99584 4.59013 3.43182
C 5.14180 5.93978 3.09231
C 4.04080 6.67055 2.63129
C 2.79137 6.05626 2.51926
C 0.94186 3.22657 1.80624
C 0.56136 3.73021 0.54781
C -0.04783 2.90249 -0.38592
C -0.16580 1.49415 -0.17096
C -0.77022 0.59741 -1.12435
C -0.06289 -0.57164 -1.50915
C -0.68501 -1.53979 -2.36537
C -0.19743 -2.81975 -2.50294
C 1.07432 -3.15535 -1.99095
N 1.51350 -4.46437 -2.06311
C 2.87731 -4.83771 -1.88758
C 3.29447 -5.39647 -0.67507
C 4.59994 -5.87471 -0.54790
C 5.46919 -5.84388 -1.64434
C 5.04228 -5.30046 -2.86169
C 3.75496 -4.77803 -2.97989
C 0.55787 -5.52445 -2.14981
C 0.29648 -6.12044 -3.38828
C -0.66777 -7.12547 -3.47578
C -1.32752 -7.56426 -2.32226
C -1.02361 -6.99871 -1.07885
C -0.08210 -5.97256 -0.99019
C 1.84443 -2.14963 -1.36684
C 1.29027 -0.90818 -1.10670
C 0.35569 1.00146 1.06728
C 0.82108 1.85426 2.05592
C 0.86769 3.21708 5.06723
C 0.09047 3.24349 6.22953
H -1.52316 4.22005 7.28383
H -1.92602 5.89772 5.47217
H -0.53506 5.81982 3.38455
H 3.61002 2.91537 3.55376
H 5.84411 4.01590 3.80647
H 6.11589 6.42298 3.18981
H 4.14658 7.72170 2.36163
H 1.90661 6.60436 2.19087
H 0.71010 4.79426 0.35710
H -0.41260 3.31701 -1.32731
H -1.72861 0.89880 -1.68780
H -1.59254 -1.25838 -2.89394
H -0.78335 -3.58830 -3.01094
H 2.58637 -5.44516 0.15522
H 4.92880 -6.27860 0.41018
H 6.47959 -6.24502 -1.54970
H 5.70943 -5.28229 -3.72475
H 3.39498 -4.34813 -3.91803
H 0.84348 -5.76726 -4.26556
H -0.89962 -7.55945 -4.44930
H -2.07942 -8.35200 -2.39164
H -1.51832 -7.34708 -0.17127
H 0.17321 -5.50652 -0.03522
H 2.86159 -2.39469 -1.05103
H 1.89290 -0.17712 -0.56648
H 0.34220 -0.07117 1.25945
H 1.12019 1.47327 3.03339
H 1.66811 2.48634 4.93142
H 0.27940 2.50863 7.01237

Its gap between HOMO and LUMO is 6.098 eV. As for the total energy: -50771.9322 eV. As for the net charge: +1. The value obtained for the HOMO energy is -10.18 eV. The LUMO energy comes out at -0.150 Eh.

No. 3
This record from OMol25 describes an isolated molecule of C4H5N3O. The level of theory is ωB97M-V with the def2-TZVPD basis set.

Geometry (Å):
C -1.77555 0.00820 -0.26823
C 0.34827 -0.46192 -0.70710
C 1.72624 -0.51081 -0.10160
C 0.95502 0.74236 0.52065
H -3.23457 -1.08470 0.37076
H 2.37185 -0.20905 -0.99142
H 2.17675 -1.41410 0.35080
H 1.72389 1.67403 1.02440
H 0.29225 0.15219 1.42035
N -2.95246 0.00401 0.12308
N -0.77919 -1.06727 -0.40262
N 0.23835 0.94321 -0.87097
O -1.09085 1.22386 -0.46810

Its gap between HOMO and LUMO is 9.985 eV. As for the total energy: -10741.1476 eV. As for the net charge: 0. The value obtained for the HOMO energy is -9.71 eV. The LUMO energy comes out at 0.010 Eh.

No. 4
This record from OMol25 describes a cluster of 2 separate species, C4H10NO2P in total. The level of theory is ωB97M-V with the def2-TZVPD basis set.

Geometry (Å):
C 2.39965 -0.36457 0.12597
C 1.95084 0.51660 -0.99346
C 1.08359 -0.79213 0.84677
C 0.43506 0.35715 -0.96738
N 0.00681 -0.28528 -0.01384
O -2.58498 0.48575 -0.84829
O -3.30299 0.58500 1.64049
P -2.94020 -0.49699 0.45373
H 2.85388 -1.32096 -0.07295
H 3.06950 0.22665 0.89120
H 2.33604 1.60310 -1.00341
H 2.31340 0.16165 -1.94708
H 0.91329 -1.85192 1.13521
H 0.98665 -0.28953 1.75330
H -0.26280 0.90773 -1.53537
H -2.59208 0.23938 -1.70590
H -4.25429 -0.69275 0.27497
H -2.41136 1.01109 1.96604

Its gap between HOMO and LUMO is 8.965 eV. As for the total energy: -19182.7713 eV. As for the net charge: 0. The value obtained for the HOMO energy is -8.16 eV. As for the SMILES: C1=NCCC1.OPO. The LUMO energy comes out at 0.030 Eh.

No. 5
This record from OMol25 describes a cluster of 2 separate species, C9H14 in total. The level of theory is ωB97M-V with the def2-TZVPD basis set.

Geometry (Å):
C 0.38600 1.74205 -3.01795
C 0.04643 1.99894 -1.53451
H -0.18194 2.41500 -3.65362
H 1.44801 1.64718 -3.19171
H -0.09490 0.79267 -3.30257
H -0.83004 1.44986 -1.22210
H -0.10791 3.07332 -1.42970
H 0.83804 1.85140 -0.80301
C 1.94897 -0.89708 2.08774
C -0.57733 -1.17039 2.35474
C 0.53292 -1.09029 1.53720
C -1.85891 -1.21686 1.79138
C -1.98879 -1.08000 0.43320
C 0.38503 -0.97832 0.15195
C -0.87983 -0.91144 -0.41198
H -0.45036 -0.99739 3.41583
H -2.70720 -1.41330 2.42194
H 2.12672 -1.58068 2.91159
H 2.10745 0.17349 2.19726
H -2.92439 -0.84620 -0.05632
H 1.24970 -0.98184 -0.49670
H -1.08950 -0.80240 -1.46060
H 2.62183 -1.17773 1.27791

Its gap between HOMO and LUMO is 10.067 eV. As for the total energy: -9559.3849 eV. As for the net charge: 0. The value obtained for the HOMO energy is -9.04 eV. As for the SMILES: Cc1ccccc1.CC. The LUMO energy comes out at 0.038 Eh.

No. 6
This record from OMol25 describes a structure of composition C20H24N2O3S. The level of theory is ωB97M-V with the def2-TZVPD basis set.

Geometry (Å):
C 4.66589 -0.66425 -6.29799
C 4.94437 -0.07135 -4.96921
C 3.77822 0.00907 -3.98975
H 3.36626 -0.88037 -3.91025
H 2.94709 0.72247 -4.78181
C 4.30728 0.84771 -2.85798
N 3.24768 1.10477 -1.93800
C 2.99731 0.04823 -0.85106
O 3.87883 -0.72722 -0.48180
C 1.70239 0.41290 -0.03247
C 1.33730 -0.79393 0.73768
C 0.08495 -0.63806 1.31854
N -0.65076 -1.50020 1.89925
C -1.54724 -1.45026 2.84495
C -2.36236 -0.27019 2.77043
C -1.72233 0.99089 2.15558
C -0.69008 0.93390 1.37938
C 0.04967 1.95039 0.74436
C 1.09902 1.54140 0.13303
H 1.73696 2.55558 -0.35885
H -0.42661 2.78304 0.75380
S -2.52697 2.46889 2.18096
C -3.25254 2.30350 0.47326
C -4.16545 1.29885 0.40252
O -4.05162 -0.23851 0.14495
O -5.63247 1.61088 0.52957
H -6.28150 1.01576 0.37329
H -2.45559 2.03285 -0.18141
H -3.71993 3.40312 0.17963
C -3.58947 -0.01538 3.68855
C -3.73070 -1.35674 4.67466
C -3.54356 -2.63601 3.81625
C -2.03612 -2.65204 3.55598
H -1.89117 -3.43390 2.78024
H -1.41013 -2.68566 4.33821
H -3.66858 -3.52353 4.73040
H -4.23434 -2.75274 2.96150
H -4.62802 -1.03868 5.21300
H -2.99692 -1.15446 5.47899
H -3.41745 0.84212 4.22260
H -4.43868 0.06502 3.03810
H 1.91171 -1.51919 0.72764
H 2.44922 1.49460 -2.29721
H 5.00155 0.24862 -2.37712
H 4.79675 1.64079 -3.06751
H 5.35953 0.93963 -5.19886
H 5.73140 -0.58331 -4.54987
H 3.77834 0.01606 -6.87074
H 4.21244 -1.84624 -6.19196
H 5.68641 -0.84887 -7.04341

Its gap between HOMO and LUMO is 7.084 eV. As for the total energy: -41073.6600 eV. As for the net charge: 0. The value obtained for the HOMO energy is -8.18 eV. The LUMO energy comes out at -0.040 Eh.

No. 7
This record from OMol25 describes an isolated molecule of C4H7NO. The level of theory is ωB97M-V with the def2-TZVPD basis set.

Geometry (Å):
C -0.08816 -0.93142 -0.29993
C -2.29504 0.79158 -0.19702
C -1.84225 -0.58538 -0.72778
C 1.92126 -0.05534 0.22432
N 0.64856 0.05656 -0.33708
O -2.46539 -0.52713 0.48071
H 0.06177 -1.90676 0.23893
H -1.54967 1.50699 0.15030
H -3.26070 1.21044 -0.54559
H -2.31408 -0.86529 -1.66694
H 2.09816 -0.95788 0.80314
H 2.29437 0.88842 0.67140
H 2.76606 -0.08296 -0.58679

Its gap between HOMO and LUMO is 10.382 eV. As for the total energy: -7795.1986 eV. As for the net charge: 0. The value obtained for the HOMO energy is -9.22 eV. As for the SMILES: C/N=C/[C@@H]1CO1. The LUMO energy comes out at 0.043 Eh.

No. 8
This record from OMol25 describes a cluster of 2 separate species, Br2FH2PSi in total. The level of theory is ωB97M-V with the def2-TZVPD basis set.

Geometry (Å):
F 0.73922 -0.18040 1.10563
Si -0.66087 -0.94910 0.82338
P 1.63327 1.19896 -1.71906
Br -2.16004 0.69006 0.56989
Br -1.06153 -1.91216 2.69951
H 0.33374 1.26687 -1.26074
H 1.17620 -0.11423 -2.21861

Its gap between HOMO and LUMO (alpha / beta) is 8.017 / 6.511 eV. As for the total energy: -160002.1077 eV. As for the net charge: 0. The value obtained for the HOMO energy (alpha / beta) is -9.28 / -8.97 eV. The LUMO energy (alpha / beta) comes out at -0.046 / -0.090 Eh.